Below is a cluster of 2 separate species, C11H18 in total, with properties calculated with ωB97M-V with the def2-TZVPD basis set.

```
29
Properties=species:S:1:pos:R:3
C 1.612 1.525 2.130
C 0.261 1.582 1.553
C -0.269 2.608 0.754
C -1.593 2.741 0.398
C -2.425 1.642 0.648
C -1.948 0.578 1.369
C -0.619 0.540 1.827
H 2.075 0.580 1.800
H 1.643 1.500 3.218
H 2.337 2.265 1.782
H 0.364 3.424 0.407
H -1.890 3.588 -0.203
H -3.439 1.608 0.266
H -2.607 -0.230 1.663
H -0.441 -0.299 2.485
C 0.443 -2.163 -0.040
C 0.866 -1.645 -1.458
C 0.652 -2.763 -2.496
C 0.189 -0.313 -1.724
H 0.911 -3.119 0.156
H -0.646 -2.140 -0.033
H 0.817 -1.431 0.676
H 1.932 -1.406 -1.361
H -0.393 -3.054 -2.391
H 0.743 -2.356 -3.498
H 1.432 -3.471 -2.238
H 0.450 0.574 -1.156
H 0.449 -0.097 -2.781
H -0.909 -0.270 -1.755
```

The calculation puts the relative energy (zero: lowest compared OMol25 entry of this formula, charge and spin) at 18.2 kcal per mole. Its max |F| is 2.4 eV/Å.

Below is the ion C4H7N2O with charge +1, with properties calculated with ωB97M-V with the def2-TZVPD basis set.

```
14
Properties=species:S:1:pos:R:3
C -1.173 1.379 -0.555
C -1.660 0.044 -0.256
O -2.800 -0.318 -0.081
C -0.428 -1.007 -0.475
N 0.789 -0.522 0.184
C 0.505 0.213 1.404
N 1.194 0.021 2.404
H -1.734 2.392 -0.184
H -0.252 1.540 -1.144
H -0.762 -1.993 -0.076
H -0.094 -0.998 -1.561
H 1.446 -1.246 0.378
H 1.256 0.074 -0.522
H 1.035 0.614 3.228
```

The calculation puts the relative energy (zero: lowest compared OMol25 entry of this formula, charge and spin) at 134.4 kcal per mole. Its max |F| is 3.6 eV/Å. As for the total charge: +1.

Below is a structure of composition C15H31CuNO3P2, with properties calculated with ωB97M-V with the def2-TZVPD basis set.

```
53
Properties=species:S:1:pos:R:3
P 0.207 -1.792 1.685
P -0.154 1.794 1.643
C -0.091 -0.673 0.172
C 0.306 0.809 0.176
H -1.145 -0.784 -0.139
H 0.515 -1.163 -0.600
H 1.381 0.934 -0.032
H -0.254 1.327 -0.605
C -1.841 2.463 1.601
H -1.959 3.049 2.525
H -2.545 1.620 1.638
H -2.007 3.083 0.711
C 1.083 3.057 2.002
H 1.085 3.838 1.226
H 2.067 2.567 2.082
H 0.818 3.466 2.990
C -1.004 -3.109 1.374
H -0.817 -3.919 2.090
H -0.916 -3.492 0.351
H -2.014 -2.705 1.538
C 1.886 -2.413 1.389
H 2.605 -1.586 1.488
H 1.969 -2.862 0.393
H 2.099 -3.167 2.159
Cu -0.022 0.107 2.913
C 0.509 1.607 -2.771
C -0.834 1.692 -2.653
C -1.769 0.988 -3.586
C -1.362 -0.464 -3.952
C -0.662 -1.261 -2.880
C 0.682 -1.370 -2.797
C 1.617 -0.577 -3.656
C 1.204 0.902 -3.903
C 0.208 -1.947 3.571
H 1.182 2.153 -2.089
H -1.319 2.379 -1.943
H -1.866 1.531 -4.536
H -2.766 0.972 -3.128
H -2.289 -1.004 -4.190
H -0.768 -0.454 -4.878
H -1.321 -1.863 -2.235
H 1.161 -2.145 -2.182
H 1.729 -1.034 -4.650
H 2.610 -0.596 -3.186
H 2.132 1.459 -4.095
H 0.610 0.965 -4.826
H 1.113 -1.626 4.092
H 0.266 -3.033 3.605
H -0.706 -1.671 4.100
O -0.085 1.856 6.399
N -0.184 0.986 5.535
O -1.047 0.079 5.523
O 0.700 1.027 4.541
```

The calculation puts the relative energy (zero: lowest compared OMol25 entry of this formula, charge and spin) at 9.3 kcal per mole. The expectation value of S² is 0.755. Its spin multiplicity is 2. Its max |F| is 2.7 eV/Å.

Below is a cluster of 2 separate species, C4H14BF4O2P2 in total, with properties calculated with ωB97M-V with the def2-TZVPD basis set.

```
27
Properties=species:S:1:pos:R:3
C -2.688 0.708 -0.753
C -2.012 -0.518 -1.356
C -1.047 -0.160 -2.488
O -0.034 0.744 -2.119
P 1.162 0.247 -0.981
P 2.805 -0.374 0.462
C 1.807 -1.593 1.406
O 3.673 -1.422 -0.530
H -3.345 0.437 0.074
H -1.954 1.420 -0.372
H -3.292 1.223 -1.506
H -2.761 -1.204 -1.770
H -1.491 -1.074 -0.570
H -0.601 -1.079 -2.905
H -1.616 0.317 -3.294
H 1.884 1.385 -1.372
H 0.258 0.314 0.089
H 1.356 -0.938 -1.760
H 0.941 -1.069 1.823
H 2.384 -1.985 2.245
H 1.465 -2.431 0.787
H 3.114 -2.106 -0.922
B -0.004 1.843 3.177
F 1.127 2.207 3.918
F -0.740 0.858 3.864
F -0.810 2.962 2.924
F 0.417 1.288 1.927
```

Its max |F| is 0.3 eV/Å. Its total energy is -38601.80292 eV. As for the total charge: -1.

Below is a structure of composition C3H2CoO3, with properties calculated with ωB97M-V with the def2-TZVPD basis set.

```
9
Properties=species:S:1:pos:R:3
O 2.241 -0.374 0.011
C 1.069 -0.917 -0.065
C -0.032 -0.131 0.176
O 0.110 1.314 0.143
Co 1.962 1.483 0.232
H 0.954 -1.955 -0.396
C -1.148 0.439 -0.395
O -2.428 0.429 -0.143
H -2.728 -0.288 0.437
```

The calculation puts the relative energy (zero: lowest compared OMol25 entry of this formula, charge and spin) at 71.3 kcal per mole. The expectation value of S² is 8.765. Its spin multiplicity is 6. Its max |F| is 5.7 eV/Å. As for the total charge: +2.

Below is an isolated molecule of C2H4OS2, with properties calculated with ωB97M-V with the def2-TZVPD basis set.

```
9
Properties=species:S:1:pos:R:3
O -0.771 -1.202 -0.918
C -0.324 0.053 -0.991
S -0.598 1.022 -2.237
C 0.536 0.582 0.234
S 0.702 -0.617 1.592
H -0.594 -1.420 0.034
H 0.094 1.551 0.543
H 1.554 0.853 -0.031
H -0.598 -0.822 1.773
```

The calculation puts the relative energy (zero: lowest compared OMol25 entry of this formula, charge and spin) at 8.4 kcal per mole. Its max |F| is 1.5 eV/Å.

Below is a structure of composition C29H26AsN4O3S2Sr, with properties calculated with ωB97M-V with the def2-TZVPD basis set.

```
66
Properties=species:S:1:pos:R:3
Sr -1.655 -0.233 0.114
O 2.583 2.953 -2.717
C 2.886 1.992 -3.619
C 3.853 2.304 -4.577
C 4.226 1.373 -5.525
C 3.634 0.111 -5.545
C 2.669 -0.189 -4.604
C 2.275 0.733 -3.632
C 1.203 0.297 -2.676
O 0.623 -0.764 -2.822
N 0.936 1.249 -1.703
N 0.062 0.863 -0.810
C -0.366 1.837 0.037
C -1.352 1.983 1.276
C -1.834 3.291 1.381
C -2.864 3.650 2.220
C -3.362 2.701 3.125
C -2.799 1.455 3.220
C -1.787 1.010 2.322
O -1.320 -0.179 2.382
H 1.927 2.541 -2.084
H 4.300 3.290 -4.545
H 4.990 1.629 -6.250
H 3.927 -0.623 -6.283
H 2.181 -1.155 -4.586
H 0.190 2.768 -0.056
H -1.416 4.041 0.711
H -3.278 4.648 2.184
H -4.206 2.956 3.756
H -3.168 0.715 3.918
N 7.355 -5.916 -1.082
C 6.358 -5.366 -0.910
C 5.118 -4.682 -0.692
C 3.905 -5.344 -0.890
C 2.712 -4.689 -0.666
C 2.678 -3.350 -0.233
C 3.914 -2.699 -0.051
C 5.109 -3.348 -0.275
C 1.453 -2.682 0.010
C 0.391 -2.095 0.219
H 3.909 -6.376 -1.218
H 1.773 -5.201 -0.821
H 3.906 -1.667 0.272
H 6.048 -2.830 -0.128
S -4.139 -4.723 0.760
C -3.924 -3.843 2.211
C -3.143 -2.754 1.986
N -2.724 -2.615 0.688
C -3.172 -3.574 -0.058
H -4.366 -4.168 3.138
H -2.758 -2.053 2.714
H -2.916 -3.692 -1.101
C -2.214 0.262 -2.581
As -2.651 1.898 -1.460
C -4.257 2.706 -2.336
C -1.611 3.360 -2.381
S -4.045 0.735 -0.079
H -1.389 0.357 -3.277
H -3.131 0.175 -3.169
H -2.155 -0.673 -1.982
H -4.066 3.037 -3.356
H -4.478 3.587 -1.729
H -5.096 2.022 -2.271
H -1.729 3.060 -3.420
H -0.562 3.439 -2.115
H -2.153 4.286 -2.208
```

The calculation puts the relative energy (zero: lowest compared OMol25 entry of this formula, charge and spin) at 169.9 kcal per mole. Its max |F| is 6.5 eV/Å. As for the total charge: -1.

Below is a cluster of 2 separate species, C5H14 in total, with properties calculated with ωB97M-V with the def2-TZVPD basis set.

```
19
Properties=species:S:1:pos:R:3
C 0.138 -2.790 -1.084
C 1.309 -1.933 -1.720
H 0.173 -3.033 -0.025
H -0.644 -2.032 -1.223
H -0.037 -3.655 -1.724
H 1.049 -1.520 -2.690
H 2.265 -2.453 -1.732
H 1.347 -1.116 -0.979
C -0.913 1.679 0.670
C 0.339 2.522 0.396
C -0.956 0.688 1.816
H -1.724 2.409 0.808
H -1.186 1.154 -0.260
H 1.086 1.911 -0.111
H -0.072 0.065 1.948
H 0.835 2.834 1.323
H 0.078 3.391 -0.211
H -1.090 1.272 2.741
H -1.829 0.039 1.740
```

The calculation puts the relative energy (zero: lowest compared OMol25 entry of this formula, charge and spin) at 9.7 kcal per mole. The expectation value of S² is 0.751. Its spin multiplicity is 2. Its max |F| is 2.4 eV/Å. As for the total charge: -1.

Below is a cluster of 8 separate species, C20H62N5O9 in total, with properties calculated with ωB97M-V with the def2-TZVPD basis set.

```
96
Properties=species:S:1:pos:R:3
N -28.003 6.911 -16.120
H -28.244 7.378 -16.982
H -28.581 6.109 -15.912
H -27.781 7.496 -15.327
H -27.061 6.600 -16.307
C -27.336 6.564 -12.441
C -27.200 8.024 -12.583
C -25.986 8.703 -11.953
O -26.294 10.080 -11.837
C -25.186 10.821 -11.343
N -27.420 8.570 -13.874
H -28.060 6.026 -13.053
H -27.570 6.236 -11.428
H -26.477 5.987 -12.783
H -28.023 8.353 -11.948
H -25.087 8.502 -12.537
H -25.836 8.223 -10.986
H -24.683 10.245 -10.567
H -25.584 11.784 -11.023
H -24.496 11.043 -12.157
H -28.322 8.998 -13.721
H -26.938 9.457 -13.904
C -27.250 1.237 -12.589
C -28.201 2.273 -13.106
C -28.987 2.960 -11.989
O -30.048 3.734 -12.565
C -30.688 4.434 -11.486
N -27.367 3.098 -13.953
H -27.830 0.398 -12.203
H -26.503 1.662 -11.919
H -26.556 0.726 -13.257
H -28.958 1.784 -13.719
H -28.255 3.535 -11.422
H -29.276 2.108 -11.374
H -30.240 5.404 -11.268
H -30.724 3.774 -10.620
H -31.668 4.769 -11.825
H -27.318 2.673 -14.868
H -27.958 3.884 -14.183
C -25.510 11.124 -17.908
C -25.553 10.525 -16.502
C -26.391 11.405 -15.573
O -25.540 12.551 -15.176
C -26.221 13.646 -14.628
N -26.016 9.160 -16.491
H -25.039 10.405 -18.579
H -24.961 12.061 -17.994
H -26.467 11.294 -18.403
H -24.527 10.672 -16.165
H -26.829 11.038 -14.645
H -27.329 11.609 -16.090
H -25.582 14.470 -14.944
H -26.248 13.636 -13.539
H -27.172 13.756 -15.148
H -25.893 8.843 -15.540
H -25.398 8.658 -17.113
C -30.289 10.949 -17.243
C -30.054 9.792 -16.407
C -30.704 9.951 -15.006
O -30.189 8.852 -14.209
C -30.749 8.594 -12.958
N -30.463 8.632 -17.143
H -30.072 11.913 -16.782
H -31.346 10.982 -17.507
H -29.841 10.831 -18.229
H -28.982 9.759 -16.211
H -31.792 9.904 -15.045
H -30.237 10.809 -14.522
H -31.818 8.383 -12.961
H -30.634 9.533 -12.417
H -30.126 7.887 -12.409
H -31.468 8.552 -17.202
H -30.258 7.878 -16.503
O -25.556 5.676 -15.937
H -25.240 5.197 -15.171
H -24.761 5.970 -16.381
C -27.550 8.243 -19.643
C -27.615 8.082 -21.201
O -28.928 8.372 -21.631
O -28.292 7.370 -18.846
H -27.861 9.177 -19.174
H -26.556 8.158 -19.204
H -27.292 7.051 -21.340
H -26.972 8.751 -21.773
H -29.278 7.609 -22.096
H -29.199 7.683 -18.825
C -30.319 4.294 -17.337
C -30.536 4.098 -15.843
O -29.716 4.827 -14.944
O -30.226 5.654 -17.620
H -31.127 3.781 -17.857
H -29.406 3.824 -17.704
H -30.469 3.059 -15.521
H -31.476 4.617 -15.660
H -29.729 4.456 -14.058
H -31.153 5.902 -17.646
```

Its max |F| is 2.9 eV/Å. Its total energy is -47613.59258 eV. As for the total charge: +1.

Below is a structure of composition C25H28As2ClMoN3O6, with properties calculated with ωB97M-V with the def2-TZVPD basis set.

```
66
Properties=species:S:1:pos:R:3
Mo -0.099 -0.470 0.276
C 3.126 -1.654 3.035
O 2.868 -0.554 3.890
C 1.556 -0.238 4.150
C 1.250 0.243 5.410
C -0.066 0.539 5.757
C -1.087 0.291 4.873
C -0.815 -0.163 3.568
C -1.866 -0.550 2.700
N -1.727 -0.904 1.442
N -2.818 -1.444 0.876
C -2.643 -1.626 -0.401
O -1.536 -1.241 -0.952
C -3.705 -2.219 -1.220
C -5.036 -2.128 -0.818
C -6.033 -2.687 -1.594
C -5.712 -3.346 -2.771
C -4.390 -3.440 -3.176
C -3.388 -2.870 -2.411
C 0.540 -0.329 3.169
O 0.833 -0.559 1.918
H 4.100 -2.041 3.337
H 3.168 -1.352 1.975
H 2.369 -2.435 3.148
H 2.055 0.370 6.117
H -0.284 0.929 6.739
H -2.116 0.451 5.158
H -2.866 -0.637 3.118
H -5.261 -1.603 0.096
H -7.066 -2.604 -1.287
H -6.493 -3.798 -3.365
H -4.144 -3.959 -4.092
H -2.353 -2.936 -2.716
C 0.757 -0.222 -3.597
As -0.065 0.610 -2.021
C -1.796 1.145 -2.763
C 0.900 2.303 -2.030
C 0.550 3.360 -2.860
C 1.234 4.561 -2.800
C 2.297 4.700 -1.925
C 2.661 3.646 -1.105
C 1.959 2.448 -1.134
As 2.376 0.923 0.015
C 4.182 0.592 -0.727
C 2.922 1.860 1.652
H 0.715 0.459 -4.453
H 0.237 -1.152 -3.835
H 1.796 -0.456 -3.353
H -1.673 1.641 -3.729
H -2.277 1.829 -2.057
H -2.433 0.267 -2.894
H -0.272 3.249 -3.557
H 0.937 5.384 -3.433
H 2.837 5.634 -1.877
H 3.501 3.761 -0.430
H 4.766 1.515 -0.706
H 4.078 0.250 -1.756
H 4.701 -0.182 -0.162
H 3.668 2.628 1.439
H 3.349 1.148 2.361
H 2.039 2.319 2.103
Cl -0.688 1.893 0.728
O 2.099 -1.915 -0.970
N 1.619 -2.805 -0.269
O 2.185 -3.840 -0.042
O 0.476 -2.592 0.238
```

The calculation puts the relative energy (zero: lowest compared OMol25 entry of this formula, charge and spin) at 13.9 kcal per mole. The expectation value of S² is 2.032. Its spin multiplicity is 3. Its max |F| is 2.2 eV/Å.

Below is a structure of composition C3H9NO2, with properties calculated with ωB97M-V with the def2-TZVPD basis set.

```
15
Properties=species:S:1:pos:R:3
C 0.907 -0.119 0.872
C -0.409 -0.383 0.390
C -1.588 0.381 0.948
N 0.246 -0.090 -2.313
O -0.087 0.677 -1.169
O 1.941 -0.760 0.281
H 2.748 -0.234 0.365
H 1.108 0.804 1.410
H 0.007 0.490 -3.118
H 1.265 -0.189 -2.315
H -0.557 -1.296 -0.175
H 0.102 -1.014 1.587
H -2.391 -0.304 1.221
H -1.335 0.973 1.832
H -1.956 1.064 0.184
```

The calculation puts the relative energy (zero: lowest compared OMol25 entry of this formula, charge and spin) at 152.0 kcal per mole. Its max |F| is 4.4 eV/Å.